No. 1
{
  "formula": "C5H12OS",
  "method": "ωB97M-V with the def2-TZVPD basis set",
  "orbital_gap_ev": 9.21,
  "smiles": "C1CCSCC1.O",
  "lumo_ev": 0.6846,
  "homo_energy_ha": -0.313,
  "e_above_lowest_kj_mol": 32.7,
  "elements": ["C", "C", "C", "S", "C", "C", "H", "H", "H", "H", "H", "H", "H", "H", "H", "H", "O", "H", "H"],
  "xyz": [[-1.223, -0.859, 0.464], [-1.279, -2.288, -0.183], [0.010, -3.098, -0.021], [1.512, -2.262, -0.699], [1.313, -0.667, 0.263], [0.000, 0.000, 0.000], [-1.091, -0.793, 1.561], [-2.091, -0.229, 0.191], [-1.728, -2.188, -1.190], [-2.016, -2.799, 0.465], [-0.154, -4.080, -0.506], [0.208, -3.281, 1.052], [2.163, -0.027, -0.043], [1.443, -0.908, 1.336], [-0.069, 0.960, 0.548], [0.030, 0.231, -1.082], [-1.441, 0.747, -4.876], [-1.886, 0.947, -4.021], [-0.800, 1.483, -5.000]],
  "forces_ev_per_angstrom": [[1.2431, 1.1576, -0.9966], [-0.8903, 1.0672, 1.8012], [0.0166, 0.1361, -0.2702], [-0.7294, 0.4821, 0.5478], [1.0734, -0.8714, 0.2829], [-0.5296, 0.1444, -0.5305], [-0.5185, -0.8149, -0.3212], [0.0293, -0.7323, 0.2676], [0.7283, -0.3221, 0.3296], [0.0082, -0.1235, -0.6023], [0.5318, 0.4983, 0.1288], [-0.2019, 0.0763, -0.4668], [-0.3820, -0.3989, 0.1301], [-0.0085, 0.0676, -0.4130], [0.2072, -0.3055, -0.2540], [-0.5759, -0.0601, 0.3616], [0.1859, 0.9680, 0.7540], [0.5116, -0.1830, -0.9205], [-0.6992, -0.7858, 0.1714]],
  "lowdin_charge": [-0.208, -0.255, -0.496, 0.799, -0.491, -0.304, 0.111, 0.105, 0.115, 0.104, 0.077, 0.077, 0.075, 0.079, 0.110, 0.105, -0.090, 0.042, 0.047]
}

No. 2
{
  "formula": "C5H12N5",
  "method": "ωB97M-V with the def2-TZVPD basis set",
  "orbital_gap_ev": 10.35,
  "smiles": "CCn1nc(N)[n+](CC)n1",
  "lumo_ev": -3.6021,
  "homo_energy_ha": -0.513,
  "e_above_lowest_kj_mol": 371.7,
  "charge": 1,
  "elements": ["C", "C", "N", "N", "C", "N", "N", "C", "C", "N", "H", "H", "H", "H", "H", "H", "H", "H", "H", "H", "H", "H"],
  "xyz": [[-2.508, -0.801, -1.465], [-1.129, -1.508, -1.765], [-0.143, -0.943, -0.779], [0.659, -1.795, -0.068], [1.330, -1.100, 0.800], [2.203, -1.585, 1.619], [0.976, 0.399, 0.463], [1.240, 1.735, 1.080], [-0.031, 2.608, 0.873], [-0.012, 0.258, -0.415], [-2.647, -0.659, -0.453], [-3.232, -1.445, -1.910], [-2.632, 0.057, -2.028], [-0.881, -1.370, -2.840], [-1.196, -2.580, -1.597], [2.427, -2.523, 1.487], [2.868, -0.979, 1.970], [1.422, 1.626, 2.179], [2.221, 2.101, 0.692], [0.258, 3.650, 0.919], [-0.901, 2.537, 1.483], [-0.293, 2.316, -0.242]],
  "forces_ev_per_angstrom": [[1.7811, -2.4988, -1.9765], [-1.5303, 1.4638, 0.2009], [1.6680, -1.1694, 1.2361], [-0.6103, -0.3318, -0.2957], [-2.3406, 4.0042, -3.6658], [-0.2970, 0.5959, 0.9146], [-0.7620, -4.7291, 0.5758], [-0.3435, -0.0640, 1.6944], [1.5358, -0.1609, -3.8428], [0.4824, 1.1708, -0.7272], [-0.5017, 0.2390, 2.0810], [-0.8224, -0.7234, 0.1768], [0.1969, 2.1601, -0.7539], [0.5396, 0.2766, 0.9789], [0.3322, 0.1548, 0.4560], [0.5601, -1.7533, -0.0567], [1.5825, 1.0439, 1.1039], [-0.1771, -0.4965, -0.8199], [-1.1495, 0.0782, -0.2194], [0.1706, 0.2050, -0.1993], [-0.2992, -0.9599, 0.7780], [-0.0158, 1.4947, 2.3606]],
  "lowdin_charge": [-0.039, -0.077, -0.123, 0.171, -0.265, 0.226, 0.031, -0.152, -0.069, 0.120, 0.054, 0.078, 0.053, 0.137, 0.118, 0.121, 0.107, 0.128, 0.134, 0.075, 0.067, 0.103]
}